Density functional theory data (ωB97M-V/def2-TZVPD) for a molecular structure, C47H37As2FeN2O2S2.

ORCA input file:
```
! RIJCOSX wB97M-V def2-TZVPD def2/J DEFGRID3
* xyz 2 2
Fe 0.42206 -0.59275 0.30160
C 1.07899 0.81124 -2.83337
C 2.47785 0.50208 -2.30918
As 2.47356 0.61064 -0.35416
C 4.06882 -0.22886 0.28551
C 5.08859 -0.59023 -0.58681
C 6.24409 -1.17301 -0.08346
C 6.37884 -1.38769 1.28076
C 5.36111 -1.02000 2.15109
C 4.20121 -0.44141 1.65627
C 2.83876 2.50782 -0.13404
C 2.04081 3.46415 -0.76251
C 2.40022 4.80114 -0.73702
C 3.55054 5.19896 -0.06921
C 4.33104 4.25681 0.58296
C 3.98284 2.91194 0.54732
As -0.09981 -0.52650 -2.05124
C -1.94062 -0.08328 -2.32621
C -2.82688 -0.99896 -2.88356
C -4.17859 -0.68508 -2.94855
C -4.63620 0.53253 -2.46493
C -3.74828 1.44440 -1.90670
C -2.39964 1.13420 -1.82702
C 0.27098 -2.04403 -3.17368
C 0.05524 -1.83336 -4.53705
C 0.26595 -2.86326 -5.43829
C 0.68938 -4.10730 -4.98411
C 0.90398 -4.31449 -3.63047
C 0.69471 -3.28645 -2.71870
H 1.03671 0.76687 -3.92174
H 0.73065 1.79579 -2.52395
H 3.21533 1.21011 -2.68481
H 2.78022 -0.50696 -2.59954
H 4.99818 -0.41924 -1.65186
H 7.04082 -1.45476 -0.75881
H 7.28233 -1.83855 1.66876
H 5.47196 -1.17882 3.21562
H 3.41233 -0.14731 2.34026
H 1.12190 3.18697 -1.26602
H 1.77665 5.53350 -1.23236
H 3.83499 6.24253 -0.05688
H 5.22415 4.56097 1.11240
H 4.61602 2.18752 1.04022
H -2.47210 -1.94817 -3.26453
H -4.87207 -1.39195 -3.38481
H -5.68861 0.77602 -2.52752
H -4.10711 2.39661 -1.53829
H -1.71063 1.84421 -1.38027
H -0.29570 -0.87412 -4.90607
H 0.09683 -2.69347 -6.49314
H 0.85574 -4.91171 -5.68820
H 1.24233 -5.27849 -3.27402
H 0.90831 -3.45433 -1.67312
S -2.18911 -5.47490 -1.32629
C -3.32131 -6.72068 -1.60077
C -4.50673 -6.47661 -0.97930
C -4.49885 -5.25051 -0.26901
C -3.30612 -4.58669 -0.35661
C -2.95475 -3.29460 0.23094
C -1.68189 -2.73461 0.00146
N -1.33083 -1.54495 0.45288
C -2.21916 -0.81624 1.16346
C -3.48391 -1.29539 1.48828
C -4.35015 -0.45485 2.27790
C -3.94733 0.77361 2.67282
C -2.65114 1.28658 2.30450
C -2.17315 2.54942 2.68851
C -0.91494 2.96724 2.29553
C -0.16636 2.08997 1.48556
N -0.58834 0.89124 1.11982
C -1.80936 0.48304 1.54491
C -0.34897 4.25486 2.69763
C -1.01523 5.35892 3.15394
C -0.14775 6.42670 3.48955
C 1.16227 6.11332 3.28591
S 1.35206 4.53066 2.68594
C -3.83656 -2.56240 1.00798
H -3.04858 -7.57262 -2.20266
H -5.35333 -7.14457 -1.02591
H -5.35293 -4.88672 0.28457
H -0.93890 -3.27055 -0.57807
H -5.32692 -0.83017 2.55297
H -4.59420 1.39872 3.27427
H -2.78655 3.18020 3.32011
H 0.81085 2.39128 1.13445
H -2.09184 5.42534 3.23212
H -0.48052 7.38337 3.86288
H 2.02761 6.73171 3.46262
H -4.81844 -2.95412 1.24115
O 0.95803 -1.41656 2.02617
C 1.60068 -2.28095 1.37471
O 1.58570 -2.17923 0.11520
H 2.14754 -3.08334 1.87458
*
```

Summary:
Frontier orbital gap (spin up / spin down), eV: 6.6 / 6.6

---

Density functional theory data (ωB97M-V/def2-TZVPD) for 2 unconnected molecules or ions with the total composition C3H3FIO2 at a distorted geometry.

ORCA input file:
```
! RIJCOSX wB97M-V def2-TZVPD def2/J DEFGRID3
* xyz -1 1
C 1.16878 0.60570 -1.27887
C -1.08898 0.07745 0.49149
C 0.35557 -0.31970 0.51210
O 2.06245 1.28605 -0.90496
O 0.44397 0.18026 -2.11505
F 0.89691 0.17315 1.73339
I 0.58309 -2.51433 0.54178
H -1.86240 -0.29088 1.18862
H -1.12404 1.27937 0.35144
H -1.43534 -0.47708 -0.51993
*
```

Summary:
Frontier orbital gap, eV: 6.5

---

Density functional theory data (ωB97M-V/def2-TZVPD) for 13 unconnected molecules or ions with the total composition C14H52O14 at a distorted geometry.

ORCA input file:
```
! RIJCOSX wB97M-V def2-TZVPD def2/J DEFGRID3
* xyz -2 1
O 0.03788 0.07882 -2.07590
C -0.06933 -0.41782 -0.73417
C -0.23610 0.66069 0.39689
O 0.83347 1.59307 0.61893
H 0.84488 -0.95660 -0.48507
H -0.75461 -1.26543 -0.74243
H -0.46885 0.08393 1.29203
H -1.17170 1.20286 0.25974
C 5.09168 3.63244 5.35072
O 4.80522 3.98644 3.97575
H 5.57589 2.66305 5.46865
H 5.59276 4.49285 5.79424
H 4.11872 3.51261 5.82727
H 4.02374 3.51110 3.68429
C 3.40052 -2.17175 4.76451
O 3.87637 -1.12616 3.95374
H 3.32241 -3.10273 4.20300
H 4.01266 -2.32952 5.65248
H 2.42435 -1.83420 5.11269
H 3.09394 -0.67582 3.62725
C 1.64017 -7.13051 -0.05192
O 1.84480 -8.51928 -0.31064
H 2.24771 -6.52218 -0.72193
H 0.60615 -6.98706 -0.36554
H 1.87825 -6.89485 0.98532
H 2.78431 -8.67125 -0.18479
C -6.73211 -2.25065 -2.53922
O -7.70593 -1.19105 -2.71519
H -6.85906 -2.56616 -1.50364
H -6.83090 -2.99112 -3.33298
H -5.74637 -1.81600 -2.70504
H -7.49666 -0.75728 -3.54565
C -7.98718 0.00439 3.55234
O -6.77600 0.02738 2.95158
H -8.64384 -0.76283 3.14211
H -7.76412 -0.39728 4.54078
H -8.45045 0.99102 3.54731
H -6.55799 0.87530 2.55774
C -1.33432 -4.48582 -5.81649
O -1.60083 -3.17071 -6.14183
H -1.98358 -5.19786 -6.32594
H -0.28614 -4.76997 -5.90967
H -1.55400 -4.59062 -4.75401
H -1.41901 -2.65958 -5.34982
C 4.17142 -2.87134 -6.43843
O 3.80005 -1.50474 -6.02172
H 3.58613 -3.18754 -7.30188
H 5.17586 -2.94363 -6.85553
H 4.13679 -3.58818 -5.61803
H 2.97894 -1.58919 -5.53158
C 2.66926 9.05158 0.28272
O 2.12035 7.78614 0.01124
H 3.54848 9.26930 -0.32364
H 2.06214 9.94943 0.16713
H 3.05257 8.92328 1.29500
H 1.51794 7.53302 0.71454
C -3.78386 -4.86648 2.69184
O -5.13140 -4.62229 2.62121
H -3.51326 -5.32733 1.74183
H -3.45434 -3.83420 2.80968
H -3.57939 -5.49640 3.55758
H -5.28528 -3.67578 2.66625
C 0.66848 6.98466 4.72004
O -0.31330 6.45545 3.82186
H 1.71820 7.10596 4.45269
H 0.28108 7.88577 5.19545
H 0.74073 6.28659 5.55405
H -0.14322 5.53130 3.62534
C -3.38421 4.73908 -4.60071
O -2.20125 4.42292 -3.94837
H -4.12751 4.07709 -4.15646
H -3.58871 5.78306 -4.36331
H -3.29182 4.51787 -5.66402
H -2.23464 3.47254 -3.81694
C 6.56518 -1.42214 -1.28136
O 5.97857 -0.26363 -0.71334
H 5.65112 -2.00522 -1.39358
H 6.93394 -1.18351 -2.27896
H 7.33858 -1.96250 -0.73549
H 5.70965 -0.53477 0.16743
*
```

Summary:
Frontier orbital gap, eV: 2.2

---

Density functional theory data (ωB97M-V/def2-TZVPD) for a molecular structure, C44H48N8O2Sb2Y.

ORCA input file:
```
! RIJCOSX wB97M-V def2-TZVPD def2/J DEFGRID3
* xyz 1 1
Y 1.24167 -0.84783 -0.75652
C -0.85277 -2.27465 2.72958
C -2.11154 -2.46717 2.15415
C -2.22821 -2.82721 0.83699
C -1.05504 -3.04041 0.07581
N 0.14009 -2.69076 0.58498
C 0.22273 -2.35903 1.88813
N -1.08674 -3.61763 -1.17667
C 0.00594 -3.66721 -2.04726
N 0.90761 -2.65302 -2.10728
C 1.77159 -2.88057 -3.14764
N 2.78899 -2.14679 -3.54957
C 3.54856 -1.30530 -2.82050
C 4.53088 -0.56534 -3.53454
C 5.48028 0.14422 -2.86340
C 5.48951 0.13045 -1.45624
C 4.48441 -0.53825 -0.82122
N 3.48904 -1.20115 -1.46327
C 1.36402 -4.10296 -3.80259
C 1.91982 -4.75205 -4.89890
C 1.36551 -5.95057 -5.29445
C 0.28495 -6.49760 -4.58465
C -0.26942 -5.86213 -3.49505
C 0.26253 -4.62386 -3.09013
H -0.73131 -2.03606 3.77634
H -3.01309 -2.32685 2.73655
H -3.21363 -2.92127 0.41012
H 1.23244 -2.18194 2.24468
H 4.51178 -0.62949 -4.61270
H 6.23833 0.69116 -3.40897
H 6.25909 0.62972 -0.88600
H 4.43420 -0.56362 0.26111
H 2.76581 -4.31235 -5.40999
H 1.76649 -6.48429 -6.14534
H -0.12242 -7.45032 -4.89679
H -1.08202 -6.34820 -2.97786
C -1.78328 1.17974 2.66413
Sb -1.25620 1.00332 0.59515
C -0.58923 3.00842 0.33926
C -3.25549 1.27244 -0.20418
C -4.11795 0.04513 -0.15962
C -4.65396 -0.35683 1.06395
C -5.44221 -1.48992 1.18257
C -5.71091 -2.25286 0.05466
C -5.20592 -1.85232 -1.17282
C -4.42066 -0.70553 -1.30935
C -3.95445 -0.30218 -2.67899
Sb -1.80874 -0.56471 -2.90260
C -1.86471 -1.89055 -4.59094
C -2.31466 -4.24908 -1.66622
H -2.40307 2.06228 2.81856
H -0.87753 1.27579 3.26412
H -2.32883 0.29704 2.99225
H -1.40504 3.70706 0.52568
H -0.20956 3.14115 -0.67231
H 0.21166 3.20820 1.05271
H -3.15328 1.67318 -1.21202
H -3.69058 2.06323 0.41115
H -4.45940 0.24766 1.94353
H -5.85812 -1.76388 2.14378
H -6.33486 -3.13459 0.12286
H -5.45095 -2.42357 -2.06132
H -4.20932 0.73708 -2.89199
H -4.44088 -0.91456 -3.43792
H -2.73353 -2.54683 -4.53100
H -0.95917 -2.49655 -4.61784
H -1.92992 -1.32036 -5.51724
H -2.61518 -3.80856 -2.61562
H -3.12078 -4.13403 -0.95651
H -2.15843 -5.31418 -1.80023
C -0.98358 6.47162 2.07235
C -0.07186 5.71834 3.00027
C -0.49082 4.55968 3.64307
C 0.34336 3.86337 4.50624
C 1.63562 4.31568 4.72624
N 2.53143 3.63898 5.60267
C 2.60837 2.28764 5.82423
O 2.95058 1.81527 6.88419
N 2.25703 1.43700 4.76648
C 2.48936 1.59027 3.39797
C 3.24555 2.61252 2.82963
C 3.36409 2.66416 1.45332
C 2.77977 1.68351 0.67550
N 2.10365 0.65838 1.21329
C 1.95100 0.63536 2.53837
C 2.06964 5.47697 4.09563
C 1.22203 6.17083 3.25019
H -1.96240 5.99730 2.00920
H -0.56500 6.52032 1.06542
H -1.13041 7.49687 2.41420
H -1.50242 4.20615 3.48588
H -0.01599 2.97987 5.01826
H 2.87038 4.15946 6.39885
H 2.22202 0.48416 5.09845
H 3.73053 3.34847 3.45058
H 3.92412 3.45860 0.98011
H 2.84306 1.70865 -0.40440
H 1.35792 -0.17242 2.95041
H 3.07732 5.83368 4.27462
H 1.57414 7.07775 2.77311
C 1.47505 1.71057 -2.95480
O 1.12300 0.84441 -1.91766
H 2.25361 2.41604 -2.63519
H 0.61682 2.30047 -3.29693
H 1.86811 1.15977 -3.81630
*
```

Summary:
Frontier orbital gap (spin up / spin down), eV: 5.2 / 6.5